Formula: C19H53Cl3N3O8Tl
Source: OMol25
Level of theory: ωB97M-V with the def2-TZVPD basis set

Output
Charge: 0
Gap between HOMO and LUMO: 3.98 eV
HOMO level: -8.77 eV
E_LUMO: -4.799 eV
DFT total energy: -83665.6360 eV
Max |F|: 2.72 eV/A

Element x y z (Å)
Tl: 13.80581 -5.50072 26.61399
Cl: 12.50456 -2.71097 28.16681
Cl: 12.13318 -8.70108 26.57633
Cl: 17.04212 -6.42971 25.91750
C: 15.69275 -10.53542 27.96550
O: 15.26575 -10.23912 29.30564
C: 15.96955 -9.22608 30.03240
C: 15.79152 -7.79902 29.41020
N: 14.43183 -7.38879 29.03389
C: 13.73955 -6.85295 30.17638
C: 12.13978 -6.82323 30.03028
O: 11.88300 -5.95837 28.94282
C: 10.50032 -5.64758 28.89517
H: 15.14026 -11.40983 27.62160
H: 16.76002 -10.75542 27.99076
H: 15.52739 -9.69636 27.28968
H: 16.99534 -9.57282 30.15737
H: 15.55428 -9.16039 31.03805
H: 16.33486 -7.80615 28.46530
H: 16.29455 -7.07557 30.05183
H: 13.98605 -8.27262 28.83333
H: 14.12592 -5.84474 30.32588
H: 14.00620 -7.34155 31.11354
H: 11.63895 -6.46512 30.92974
H: 11.72461 -7.74942 29.63290
H: 10.28599 -4.87514 28.15659
H: 10.26430 -5.20815 29.86434
H: 9.88915 -6.52038 28.66540
C: 4.97432 -3.42715 28.11845
O: 6.28655 -2.87973 28.33749
C: 7.24215 -3.07417 27.32605
C: 8.65479 -2.66897 27.74254
N: 9.68649 -2.80571 26.68738
C: 9.49569 -1.75187 25.69775
C: 10.67963 -1.59812 24.75685
O: 10.89870 -2.76692 23.97365
C: 9.87886 -3.07250 23.09479
H: 4.59940 -3.29772 27.10317
H: 4.20534 -2.99774 28.76061
H: 4.92726 -4.51100 28.22406
H: 7.00722 -2.56157 26.39324
H: 7.18405 -4.14587 27.13587
H: 8.88279 -3.29745 28.60342
H: 8.66334 -1.66831 28.17463
H: 10.56599 -2.58066 27.13001
H: 9.36248 -0.77018 26.15233
H: 8.55556 -1.87330 25.15970
H: 11.48692 -1.45463 25.47503
H: 10.59538 -0.82467 23.99345
H: 9.55169 -2.12975 22.65627
H: 8.97328 -3.47006 23.55301
H: 10.21126 -3.72848 22.29024
C: 13.19729 -4.36625 21.54629
C: 13.12302 -5.18725 22.83389
C: 14.13584 -6.30479 22.85643
O: 13.95591 -7.06505 24.04676
C: 14.58525 -8.30177 24.04089
N: 13.33654 -4.17453 23.87111
H: 13.02519 -4.99219 20.67069
H: 14.19868 -3.99471 21.32885
H: 12.41733 -3.60489 21.55602
H: 12.10659 -5.56884 22.93061
H: 15.12394 -5.84623 22.81792
H: 14.10673 -6.90125 21.94457
H: 15.57011 -8.32407 23.57436
H: 13.95011 -8.98355 23.47532
H: 14.78500 -8.64299 25.05666
H: 14.03624 -3.49746 23.60262
H: 12.46800 -3.65953 23.84833
C: 17.06797 -4.06520 28.88628
O: 15.69523 -4.47059 28.83196
H: 17.76799 -4.46088 28.15040
H: 17.15129 -2.97858 28.86621
H: 17.43998 -4.28914 29.88605
H: 15.33026 -4.16753 29.66655
C: 10.06399 -6.03042 25.04180
O: 10.96091 -5.12079 25.65132
H: 9.24672 -5.47301 24.58414
H: 10.50319 -6.78011 24.38364
H: 9.50350 -6.61494 25.77138
H: 10.51114 -4.28439 25.79186
C: 15.75688 -1.75233 26.23454
O: 15.54968 -3.12044 25.82936
H: 15.06498 -1.36171 26.98072
H: 16.76638 -1.55307 26.59412
H: 15.60313 -1.05727 25.40910
H: 16.17641 -3.22895 25.11031